Record 1
# C16H25N5O6Ru

A structure of composition C16H25N5O6Ru (ωB97M-V with the def2-TZVPD basis set, the Open Molecules 2025 dataset).

Summary:
HOMO level (alpha / beta) ... -10.26 / -12.33 eV
Charge ... +1
Multiplicity ... 6
Frontier orbital gap (alpha / beta) ... 6.33 / 5.86 eV

Last column: Löwdin charge in e.
Geometry (Å):
Ru 0.16 -0.13 0.04  1.3085
O 0.63 1.29 -2.56  0.0518
O 0.62 2.72 -0.20  -0.0056
O -1.02 -1.29 2.45  -0.0561
O 3.46 1.07 1.23  -0.1043
O 3.30 2.28 -1.23  -0.0964
O -1.45 -2.64 0.18  0.0100
N -2.07 0.83 -0.09  0.1714
N -0.43 -0.27 1.93  -0.2330
N 0.13 0.21 -1.92  -0.1386
N 0.44 1.74 0.58  -0.2295
N -0.85 -1.70 -0.62  -0.1453
C -1.65 -3.02 -2.56  0.0031
C 0.13 0.56 4.16  0.0020
C -4.48 -0.13 -0.09  -0.2224
C 1.08 3.14 2.47  0.0039
C -5.55 0.75 -0.28  -0.0121
C -0.39 -0.77 -2.69  -0.2451
C -3.15 0.36 -0.08  -0.0870
C -4.71 -1.51 0.07  -0.0184
C -0.43 -0.65 -4.17  0.0007
C -7.09 -1.11 -0.09  -0.0470
C 0.01 0.77 2.69  -0.2176
C 1.92 -0.81 0.29  -0.1886
C 0.48 1.89 1.94  -0.2157
C -6.86 0.26 -0.28  -0.0512
C -0.97 -1.85 -1.95  -0.2431
C -6.02 -1.99 0.08  -0.0519
H -3.86 -2.18 0.20  0.1024
H 0.77 1.97 -1.82  0.0899
H -0.83 0.31 4.60  0.0991
H 0.51 1.46 4.65  0.0792
H -2.25 -3.55 -1.82  0.0845
H -5.35 1.82 -0.42  0.1276
H -2.29 -2.70 -3.39  0.0994
H 4.21 0.65 1.69  0.0776
H -0.90 -3.72 -2.98  0.1102
H 0.49 4.01 2.15  0.1046
H 2.87 0.27 0.96  -0.0538
H -1.32 -2.28 1.14  0.0834
H -0.21 -1.62 -4.64  0.0989
H 3.77 1.75 -1.91  0.0501
H 3.51 1.85 -0.36  0.0010
H -7.69 0.95 -0.42  0.1173
H 1.09 3.11 3.56  0.0801
H -8.11 -1.49 -0.09  0.1173
H 0.28 0.11 -4.52  0.0888
H 2.11 3.26 2.11  0.1017
H -1.44 -0.36 -4.50  0.1089
H 2.55 -1.02 -0.58  0.0332
H -6.19 -3.06 0.22  0.1166
H 0.83 -0.26 4.38  0.1089
H 2.06 -1.57 1.07  0.0305



Record 2
# C47H91F2N12O14PS

A cluster of 10 separate species, C47H91F2N12O14PS in total (ωB97M-V with the def2-TZVPD basis set, the Open Molecules 2025 dataset).

Summary:
HOMO level ... -8.63 eV
SMILES string ... CC[C@@H](F)c1nc2cc(F)c(OC[C@H](C)O)c(CCCCNC(C)=O)c2nc1P(O)(O)=S.CN(C)C=O.CN(C)C=O.CN(C)C=O.CN(C)C=O.CN(C)C=O.CN(C)C=O.CN(C)C=O.CN(C)C=O.CN(C)C=O
Frontier orbital gap ... 7.82 eV

Last column: Löwdin charge in e.
Geometry (Å):
S 4.13 -2.39 -2.34  0.4191
P 3.09 -1.55 -0.96  0.3455
F -0.25 5.81 -2.63  0.0419
F 0.82 -2.52 -2.80  -0.0538
O -2.75 -5.61 6.62  0.0026
O 9.45 -5.08 0.26  0.0026
O 1.99 -2.56 -0.20  -0.2220
O -3.18 -4.58 1.05  -0.0015
O 1.62 5.88 -0.30  -0.0604
O -6.91 3.22 0.34  0.0079
O -6.63 -2.14 -2.39  -0.0087
O -1.23 -0.59 8.18  -0.0017
O -0.38 4.48 1.57  -0.0540
O 5.11 3.96 3.94  0.0600
O 4.16 -1.10 0.25  -0.2546
O -0.14 3.80 -8.34  0.0072
O 2.38 -0.96 2.58  -0.0228
O 0.06 -1.80 -9.65  0.0073
N 6.49 3.52 2.17  0.0085
N 2.44 1.08 -0.76  0.1391
N 0.53 1.02 -3.13  0.1624
N 0.94 -1.56 4.24  -0.1833
N -5.49 1.62 1.12  -0.1987
N -0.53 5.66 -7.07  -0.1962
N -3.09 -3.11 -0.69  -0.1929
N -1.68 -2.50 9.34  -0.1954
N 8.21 -3.19 -0.02  -0.2014
N -2.28 -7.81 6.99  -0.2009
N -1.16 0.11 -9.94  -0.2014
N -8.06 -0.37 -2.56  -0.1962
C -0.05 0.97 -9.59  -0.0434
C -0.97 -1.23 -9.94  -0.3624
C -1.20 -1.25 9.20  -0.3495
C 0.94 -1.35 -3.57  -0.2778
C -2.29 -3.15 8.19  -0.0437
C 6.22 2.74 0.94  -0.2136
C -6.70 2.12 0.80  -0.3614
C 4.21 4.36 0.43  -0.1785
C 1.74 2.16 -1.26  -0.1342
C 0.18 -1.17 5.41  -0.0557
C 1.17 6.02 2.81  -0.0363
C 1.72 -0.69 3.57  -0.3192
C 2.26 -2.93 -5.23  -0.1235
C 5.53 1.61 3.79  -0.0102
C -8.43 0.85 -3.26  -0.0520
C 5.41 3.54 -0.15  -0.1710
C 5.68 3.09 3.30  -0.4613
C 0.46 6.47 0.31  -0.1284
C -2.58 -6.74 6.22  -0.3289
C -3.80 -2.20 -1.57  -0.0676
C 2.90 3.51 0.68  -0.1198
C -0.34 5.00 -8.24  -0.3341
C 8.41 -4.53 -0.01  -0.3558
C -8.85 -0.80 -1.43  -0.0399
C 2.16 -0.01 -1.53  -0.2181
C -2.14 -7.61 8.42  -0.0439
C 0.14 3.43 -2.82  0.0687
C -0.76 7.09 -7.03  -0.0552
C 1.95 3.48 -0.56  -0.0184
C 1.22 -0.07 -2.70  -0.1409
C -2.43 0.70 -10.29  -0.0631
C -1.66 -3.28 -0.87  -0.0369
C -1.60 -3.23 10.59  -0.0586
C -0.49 4.92 -5.83  -0.0554
C 1.31 4.72 -1.00  -0.1302
C 0.85 -2.93 3.76  -0.0205
C 0.37 4.69 -2.16  -0.1337
C -2.09 -9.13 6.44  -0.0568
C -3.72 -3.80 0.29  -0.3566
C -5.32 0.29 1.67  -0.0523
C 1.98 -1.47 -4.76  -0.2175
C 0.06 5.84 1.68  -0.3741
C 9.32 -2.32 0.33  -0.0490
C 0.80 2.16 -2.39  -0.1705
C 6.93 -2.59 -0.36  -0.0967
C -6.99 -1.12 -2.93  -0.3340
C -4.31 2.44 0.89  -0.0407
H -9.26 -1.80 -1.63  0.0945
H -0.65 5.58 -4.98  0.0715
H 0.18 -3.51 4.40  0.0903
H 6.54 1.12 3.87  0.0897
H -7.53 1.41 1.01  0.1256
H -0.06 -1.20 -4.06  0.1459
H 1.84 -3.38 3.77  0.0984
H -1.02 -4.14 10.44  0.0858
H -7.74 1.04 -4.08  0.0845
H 0.34 -0.12 5.65  0.0866
H -2.22 -9.12 5.36  0.0859
H 6.57 -2.01 0.48  0.0752
H -4.84 0.36 2.65  0.0909
H -0.39 5.66 -9.12  0.1343
H 2.75 -2.85 -6.25  0.0816
H 7.50 -5.09 -0.29  0.1323
H 0.78 0.80 -10.28  0.0948
H 9.01 -1.27 0.28  0.0813
H -0.75 -0.85 10.13  0.1310
H -1.56 -3.20 7.38  0.0802
H 1.58 -2.03 0.51  0.0462
H 3.77 -1.34 1.11  0.0273
H -3.41 1.91 1.19  0.0854
H -0.84 6.43 2.05  0.1402
H -4.40 3.36 1.47  0.0931
H -0.44 6.46 -0.36  0.1313
H -4.86 -2.17 -1.32  0.0447
H 6.20 -3.36 -0.60  0.0430
H 5.13 2.86 -1.01  0.1147
H -3.38 -1.19 -1.46  0.0866
H -0.35 2.02 -9.64  0.0524
H 9.66 -2.55 1.34  0.0902
H -4.80 -3.59 0.33  0.1336
H -6.46 -0.70 -3.80  0.1377
H 1.20 5.07 3.40  0.0829
H 3.11 2.49 1.09  0.1072
H -9.44 0.74 -3.66  0.0902
H 4.97 1.57 4.76  0.0875
H -1.72 7.29 -6.56  0.0904
H -1.88 -1.80 -10.22  0.1274
H -8.40 1.68 -2.56  0.0895
H 5.75 1.73 1.13  0.1030
H -3.07 -7.22 8.83  0.0930
H 3.99 5.20 -0.27  0.1097
H -6.28 -0.21 1.78  0.0825
H 7.06 -1.94 -1.23  0.0791
H -9.67 -0.11 -1.25  0.0900
H -1.15 -3.00 0.05  0.0818
H -2.62 -4.15 8.44  0.0626
H 2.98 -3.49 -4.59  0.0225
H 0.48 4.43 -5.74  0.0993
H 0.03 7.57 -6.44  0.0914
H -0.56 3.38 -3.68  0.1002
H -2.82 -9.82 6.88  0.0899
H 1.51 -0.90 -5.62  0.1134
H -1.26 4.15 -5.85  0.0959
H -4.25 2.70 -0.17  0.0928
H -0.88 -1.33 5.23  0.0959
H 0.29 0.74 -8.58  0.0923
H 10.14 -2.49 -0.37  0.0916
H -1.12 -2.62 11.36  0.0821
H -3.69 -2.53 -2.60  0.0954
H 0.50 -1.78 6.26  0.0857
H -3.14 -2.55 7.85  0.1005
H 0.69 7.55 0.51  0.1439
H -1.45 -4.33 -1.08  0.1010
H 0.47 -2.94 2.74  0.0859
H -2.66 -6.99 5.15  0.1372
H 2.19 6.13 2.36  0.0813
H -2.61 -3.48 10.92  0.0900
H -2.30 1.35 -11.16  0.0882
H -2.79 1.30 -9.45  0.0880
H 6.13 4.29 -0.59  0.1082
H 2.91 -0.89 -4.52  0.0882
H 7.23 2.52 0.48  0.1185
H 1.71 0.32 4.01  0.1383
H -1.34 -6.89 8.62  0.0885
H 4.48 4.83 1.41  0.1034
H -0.76 7.52 -8.03  0.0830
H -4.69 -0.30 1.00  0.0792
H 0.93 6.91 3.44  0.0809
H -1.08 -9.48 6.67  0.0900
H -1.30 -2.66 -1.69  0.0678
H -1.89 -8.56 8.91  0.0865
H 4.96 1.03 3.03  0.0641
H -3.17 -0.06 -10.53  0.0795
H 1.34 -3.55 -5.35  0.0791
H 7.46 3.42 2.46  0.1223
H -8.22 -0.86 -0.55  0.0804
H 2.32 4.05 1.48  0.0895
H -0.42 4.08 2.45  0.0893



Record 3
# C3H5N3

A cluster of 2 separate species, C3H5N3 in total (ωB97M-V with the def2-TZVPD basis set, the Open Molecules 2025 dataset).

Summary:
HOMO level ... -10.42 eV
Frontier orbital gap ... 11.20 eV

Last column: Löwdin charge in e.
Geometry (Å):
N -1.43 -0.92 -1.35  0.1327
N 0.68 -0.72 -0.08  -0.0343
N -1.09 1.93 -1.37  -0.0181
C -0.45 -0.80 -0.73  -0.3657
C 0.67 -0.68 1.38  -0.0731
C -0.11 2.34 -0.88  -0.1248
H 1.70 -0.76 1.73  0.0870
H -1.62 0.98 -1.69  0.0967
H 0.11 -1.55 1.73  0.0900
H 0.22 0.24 1.76  0.0847
H 1.32 -0.06 -0.51  0.1249



Record 4
# C2HFN2OS

The molecule C2HFN2OS (ωB97M-V with the def2-TZVPD basis set, the Open Molecules 2025 dataset).

Summary:
HOMO level ... -8.99 eV
SMILES string ... Fc1nc(=S)[nH]o1
Frontier orbital gap ... 8.91 eV

Last column: Löwdin charge in e.
Geometry (Å):
S -1.87 -1.11 1.46  0.6059
F 0.55 1.61 -1.87  0.2202
O 1.28 0.23 -0.36  0.1154
N 0.61 -0.69 0.51  0.0626
N -0.98 0.46 -0.61  0.1879
C 0.21 0.78 -0.94  -0.4451
C -0.76 -0.45 0.39  -0.8928
H 0.98 -0.83 1.43  0.1459



The records above give, respectively, F_max values of 3.72 4.37 3.23 2.68 eV/Å.